{"formula": "C18H21FeN3OS", "method": "ωB97M-V with the def2-TZVPD basis set", "species": ["Fe", "C", "C", "C", "C", "C", "C", "C", "C", "C", "C", "H", "H", "H", "H", "H", "H", "H", "H", "H", "H", "H", "H", "H", "H", "N", "C", "S", "N", "N", "C", "C", "C", "C", "C", "C", "C", "O", "H", "H", "H", "H", "H", "H", "H"], "positions_angstrom": [[1.362618, -0.271734, 0.454949], [-3.409088, 1.566985, 0.539930], [-2.024999, 1.619082, -0.124800], [-1.866260, 2.911611, -0.914377], [-0.940005, 1.422617, 0.912286], [-0.023357, 2.411375, 1.247676], [0.958037, 2.193373, 2.214068], [1.038097, 0.990595, 2.907251], [2.069318, 0.751774, 3.977223], [0.112348, -0.007986, 2.572907], [-0.843694, 0.199462, 1.582760], [-4.196339, 1.682768, -0.210345], [-3.509264, 2.377858, 1.269316], [-3.576009, 0.620944, 1.061571], [-1.948677, 0.781608, -0.824988], [-2.029537, 3.788052, -0.275784], [-2.605466, 2.946082, -1.717708], [-0.873041, 2.985786, -1.361511], [-0.040584, 3.361358, 0.726280], [1.671348, 2.981318, 2.438354], [2.784583, -0.009780, 3.656595], [1.596334, 0.391388, 4.892539], [2.615070, 1.667010, 4.208554], [0.141590, -0.950890, 3.105347], [-1.529900, -0.600808, 1.332612], [3.071872, -3.907239, 2.064463], [2.544134, -2.932986, 1.255895], [3.240295, -1.326193, 1.461931], [1.614380, -3.297898, 0.439937], [1.086343, -2.245086, -0.297067], [0.628695, -2.562992, -1.439940], [0.093857, -1.632396, -2.418833], [-0.522957, -2.176691, -3.555970], [-0.989803, -1.387768, -4.581982], [-0.811737, -0.004168, -4.491052], [-0.198340, 0.558972, -3.390967], [0.257800, -0.229459, -2.315115], [0.823257, 0.351497, -1.274766], [3.962387, -3.719233, 2.483244], [2.875806, -4.855407, 1.795583], [0.663298, -3.617830, -1.709359], [-0.623977, -3.256937, -3.618066], [-1.460827, -1.831662, -5.450814], [-1.151977, 0.635284, -5.300362], [-0.035617, 1.628347, -3.327471]], "forces_ev_per_angstrom": [[0.034, -0.487, -0.527], [0.020, 0.005, 0.004], [-0.041, 0.046, 0.049], [-0.049, 0.043, -0.052], [-0.064, 0.085, -0.009], [0.138, 0.058, -0.043], [0.023, 0.095, -0.019], [0.071, 0.021, 0.170], [-0.048, 0.062, 0.001], [0.044, -0.024, 0.084], [-0.088, -0.055, 0.080], [0.074, -0.013, 0.064], [-0.006, -0.072, -0.066], [0.015, 0.085, -0.041], [0.023, -0.015, -0.014], [0.020, -0.091, -0.077], [0.051, 0.012, 0.043], [-0.051, -0.010, -0.008], [-0.004, -0.081, 0.088], [-0.076, -0.066, -0.022], [-0.086, 0.070, 0.024], [-0.010, 0.033, -0.011], [-0.038, -0.023, -0.010], [0.021, -0.061, -0.056], [-0.019, -0.014, 0.022], [-0.113, 0.192, -0.028], [0.250, -0.031, 0.211], [-0.182, -0.016, -0.179], [-0.187, 0.070, -0.140], [0.359, 0.250, 0.512], [-0.330, -0.098, -0.381], [0.059, -0.045, -0.001], [0.030, -0.095, 0.064], [0.007, 0.091, -0.048], [-0.011, -0.007, -0.002], [0.014, 0.047, 0.059], [0.075, -0.022, 0.210], [-0.009, 0.122, -0.066], [0.099, 0.009, 0.024], [-0.007, -0.092, -0.033], [-0.051, -0.030, -0.048], [0.018, 0.072, 0.019], [0.019, 0.043, 0.071], [0.044, -0.037, 0.088], [-0.036, -0.024, -0.004]], "mulliken_spin": [3.699, -0.003, -0.011, 0.006, 0.037, 0.009, -0.007, -0.013, 0.003, 0.036, 0.017, 0.001, 0.001, -0.001, -0.001, 0.000, 0.000, -0.001, -0.001, -0.003, -0.001, 0.000, 0.000, 0.007, -0.006, 0.003, 0.006, 0.067, -0.004, 0.031, -0.005, -0.003, -0.010, 0.011, -0.005, 0.025, 0.006, 0.103, -0.001, 0.000, 0.008, -0.001, 0.001, -0.001, 0.000], "mol_weight_g_mol": 383.3, "de_lowest_kcal_mol": 3.7, "homo_lumo_gap_ev": [8.25, 7.90], "e_homo_ev": [-7.57, -7.69], "total_charge": 0, "spin_multiplicity": 5, "lumo_energy_ev": [0.67, 0.21]}

***

{"formula": "C18H21N3O3S", "method": "ωB97M-V with the def2-TZVPD basis set", "species": ["O", "C", "C", "N", "S", "O", "O", "C", "C", "C", "C", "C", "C", "N", "C", "C", "N", "C", "C", "C", "C", "C", "C", "C", "C", "H", "H", "H", "H", "H", "H", "H", "H", "H", "H", "H", "H", "H", "H", "H", "H", "H", "H", "H", "H", "H"], "positions_angstrom": [[3.048506, -0.014466, 2.208537], [2.630444, -0.354752, 1.118205], [2.692343, 0.596158, -0.074487], [1.354790, 0.897814, -0.555556], [1.293970, 1.307447, -2.186767], [1.753039, 2.648195, -2.408136], [1.952650, 0.236406, -2.878355], [-0.464479, 1.222875, -2.472767], [-1.011011, 0.067834, -2.996605], [-2.382706, -0.006278, -3.179016], [-3.182558, 1.074836, -2.841573], [-2.618952, 2.234897, -2.332784], [-1.248497, 2.310692, -2.144002], [2.115944, -1.581780, 0.894710], [1.503799, -2.056746, -0.322401], [-0.044335, -1.995678, -0.180705], [-0.420773, -1.764370, 1.197236], [-0.701148, -0.460490, 1.601356], [-1.565441, 0.321802, 0.827121], [-1.891581, 1.608324, 1.205957], [-1.380592, 2.150893, 2.373292], [-0.552272, 1.375058, 3.164756], [-0.217642, 0.087211, 2.791402], [0.285642, -2.664375, 2.079353], [1.818365, -2.434247, 2.027954], [3.236020, 0.143332, -0.906765], [3.231839, 1.494118, 0.247177], [0.884873, 1.582328, 0.019299], [-0.352676, -0.743280, -3.265196], [-2.826054, -0.902751, -3.584997], [-4.251307, 1.015606, -2.983321], [-3.246407, 3.077881, -2.086066], [-0.775265, 3.201377, -1.762362], [1.825359, -1.470796, -1.179704], [1.830556, -3.093221, -0.464064], [-0.487259, -2.941608, -0.513634], [-0.430244, -1.190348, -0.800097], [-2.003734, -0.084758, -0.071970], [-2.562183, 2.186290, 0.586424], [-1.633076, 3.158666, 2.665916], [-0.148262, 1.777556, 4.081760], [0.447022, -0.471684, 3.428509], [0.051563, -3.679737, 1.742027], [-0.097554, -2.553487, 3.093418], [2.189356, -1.927667, 2.919660], [2.349926, -3.385079, 1.917264]], "forces_ev_per_angstrom": [[0.133, 0.299, 0.150], [0.216, 0.235, -0.213], [0.500, 0.070, 0.107], [-0.211, 0.121, -0.950], [-0.188, 0.077, 0.609], [-0.255, 0.048, 0.068], [-0.111, -0.212, -0.066], [0.544, 0.067, 0.097], [0.029, -0.148, -0.094], [0.080, -0.023, 0.010], [-0.029, 0.018, 0.017], [0.043, -0.003, 0.012], [-0.011, 0.167, -0.013], [-0.022, -0.444, 0.094], [-0.133, -0.012, -0.194], [-0.015, -0.094, -0.191], [-0.090, -0.225, 0.011], [-0.247, 0.161, 0.168], [-0.029, 0.048, -0.039], [0.010, -0.018, -0.064], [0.038, 0.168, 0.140], [-0.082, 0.177, 0.003], [0.054, -0.208, -0.067], [-0.036, -0.047, 0.014], [0.099, 0.075, 0.260], [0.106, -0.045, 0.171], [-0.068, -0.219, -0.008], [-0.274, 0.188, 0.076], [0.011, -0.152, -0.048], [-0.020, -0.072, -0.045], [-0.088, -0.001, -0.017], [-0.036, 0.079, 0.028], [-0.020, 0.172, 0.057], [0.040, -0.150, 0.011], [0.015, 0.089, -0.067], [0.027, 0.080, -0.077], [-0.001, -0.117, 0.055], [-0.032, -0.073, -0.098], [-0.055, 0.032, -0.034], [-0.027, 0.083, 0.039], [0.045, 0.029, 0.077], [0.128, -0.098, 0.019], [-0.005, 0.044, 0.086], [0.034, -0.073, -0.022], [-0.045, -0.130, -0.104], [-0.022, 0.040, 0.035]], "lowdin_charge": [0.059, -0.444, -0.125, -0.103, 0.662, -0.277, -0.295, -0.284, -0.075, -0.063, -0.068, -0.074, -0.068, -0.051, -0.098, -0.122, -0.096, -0.229, -0.037, -0.099, -0.104, -0.080, -0.026, -0.129, -0.105, 0.120, 0.135, 0.113, 0.115, 0.110, 0.108, 0.111, 0.120, 0.093, 0.128, 0.124, 0.074, 0.106, 0.093, 0.097, 0.106, 0.102, 0.121, 0.120, 0.112, 0.124], "mol_weight_g_mol": 359.5, "de_lowest_kcal_mol": 59.5, "homo_lumo_gap_ev": 8.29, "e_homo_ev": -7.88, "total_charge": 0, "smiles": "O=C(CNS(=O)(=O)c1ccccc1)N1CCN(c2ccccc2)CC1", "spin_multiplicity": 1, "lumo_energy_ev": 0.41}